Density functional theory data (wB97M-V/def2-TZVPD) for the ion H3O4PSi with charge -2 in a non-equilibrium geometry.

The energy above the lowest of the compared OMol25 structures with the same formula, charge and spin comes out at 3.2 kcal/mol. The SMILES is O=P([O-])([O-])O[SiH3]. The gap between HOMO and LUMO comes out at 0.23502 Eh. Its lowest unoccupied orbital energy is 6.592 eV. As for the charge: -2.

Each line ends with the Mulliken charge.
Positions of all 9 atoms, in Å:
O 2.131593 0.928130 0.034670  -0.7730
P 1.737204 -0.494320 -0.206869  0.9763
O 2.252725 -1.116965 -1.449561  -0.7724
O 1.498783 -1.370930 0.956447  -0.7501
O -0.206092 -0.121751 -0.667109  -0.2272
Si -1.413650 0.441046 0.128415  0.0318
H -2.511089 0.267893 -0.861398  -0.2033
H -2.143446 -0.439534 1.463372  -0.1287
H -1.346027 1.906433 0.602029  -0.1534

Atoms 1-6, force components in eV/Å:
O 0.275 0.636 0.309
P -0.964 1.285 -0.430
O 0.162 -0.599 -1.118
O -0.183 -0.968 1.381
O 1.786 -0.675 -0.113
Si -1.263 -0.669 1.397

***

Density functional theory data (wB97M-V/def2-TZVPD) for a structure of composition C6H14AlBNO in a non-equilibrium geometry.

The gap between HOMO and LUMO comes out at 0.10916 Eh. Its lowest unoccupied orbital energy is -16.698 eV. As for the charge: +3.

Each line ends with the Mulliken charge.
Positions of all 24 atoms, in Å:
C 2.130137 -2.409203 0.619349  -0.1901
C 2.646109 -1.004955 0.645468  0.2239
C 2.374754 -0.071300 -0.704958  -0.4693
B 1.264419 1.120073 -0.476280  0.0720
O 1.730283 2.544146 -0.630533  -0.3551
C -0.322504 0.924938 -0.090021  -0.2797
C -0.996580 -0.478762 -0.601701  -0.1361
C -2.644904 -0.525122 -0.332354  -0.6537
N -3.026890 0.618513 0.617500  -0.5439
H 2.663116 -3.293748 0.066102  0.3888
H 1.141246 -2.607599 1.256478  0.3702
H 3.242462 -0.510612 1.524267  0.4593
H 2.148756 -0.768097 -1.644247  0.4595
H 3.415693 0.476424 -0.907537  0.4098
H 1.738512 2.898940 0.327058  0.3638
H -0.438108 1.039659 1.071263  0.2163
H -0.908498 1.835846 -0.574223  0.3727
H -0.876273 -0.671846 -1.766898  0.3801
H -0.538250 -1.377931 0.015659  -0.0935
H -3.261261 -0.382326 -1.336925  0.3228
H -2.987632 -1.586715 0.087455  0.3773
H -3.105277 1.500830 0.037481  0.3709
H -3.944655 0.436002 1.079751  0.3051
Al -1.444655 2.292845 1.717845  0.6289

Atoms 1-6, force components in eV/Å:
C 0.035 1.338 1.109
C -0.505 0.421 -2.817
C 2.268 -3.038 0.471
B -0.310 4.978 0.023
O -0.990 -4.403 2.656
C -0.549 -1.094 -1.494

***

Density functional theory data (wB97M-V/def2-TZVPD) for the ion C4H8NO2 with charge -1 in a non-equilibrium geometry.

The energy above the lowest of the compared OMol25 structures with the same formula, charge and spin comes out at 132.4 kcal/mol. The SMILES is C[C@@H]1OCCN1[O-]. The gap between HOMO and LUMO comes out at 0.20298 Eh. Its lowest unoccupied orbital energy is 4.163 eV. As for the charge: -1.

Each line ends with the Mulliken charge.
Positions of all 15 atoms, in Å:
C 0.793673 -1.627976 0.285402  -0.9864
C 0.123960 -0.671167 -0.725708  -0.1189
O 0.747817 0.593271 -0.980712  -0.4063
C 0.189389 1.378935 -0.009850  -0.4695
C -1.272981 1.088956 0.161152  -0.6626
N -1.348785 -0.365105 0.209759  -0.0851
O -2.484813 -0.855238 -0.259946  -0.8085
H -0.193568 -2.177910 0.629829  0.3134
H 1.109056 -1.212473 1.308896  0.1953
H 1.550726 -2.249316 -0.101100  0.3579
H -0.290192 -1.119260 -1.629204  0.4052
H 0.390236 2.460071 -0.314955  0.2801
H 0.602645 1.036098 0.885854  0.3071
H -1.737186 1.450492 1.065043  0.3626
H -1.850562 1.607626 -0.671161  0.3156

Atoms 1-6, force components in eV/Å:
C -3.051 0.491 1.683
C -1.841 -0.203 1.808
O -0.440 -2.148 -1.464
C -0.643 3.100 0.108
C -1.038 0.448 -1.629
N 2.433 0.862 -0.574

***

Density functional theory data (wB97M-V/def2-TZVPD) for a structure of composition C3H4O3.

The energy above the lowest of the compared OMol25 structures with the same formula, charge and spin comes out at 30.1 kcal/mol. The gap between HOMO and LUMO comes out at 0.41346 Eh. Its lowest unoccupied orbital energy is 0.717 eV. As for the charge: 0.

Each line ends with the Mulliken charge.
Positions of all 10 atoms, in Å:
O 1.030844 -0.487553 1.243041  -0.5260
C 0.483205 -0.343408 -0.033569  0.2225
C -1.029586 -0.554721 -0.161633  -0.3999
O -1.188889 0.818953 -0.636799  -0.3286
C 0.121501 1.091388 -0.398515  0.5042
O 0.687985 2.142516 -0.395028  -0.5453
H 1.748005 0.161018 1.310805  0.3338
H 1.063880 -0.867316 -0.805217  0.2464
H -1.545363 -0.692613 0.790379  0.2462
H -1.371582 -1.268265 -0.913465  0.2467

Atoms 1-6, force components in eV/Å:
O 0.192 0.090 0.066
C -0.087 -0.076 -0.194
C -0.092 -0.320 0.066
O -0.010 0.147 -0.021
C 0.420 0.676 -0.015
O -0.383 -0.591 -0.117